No. 1
# CIN3O

2 unconnected molecules or ions with the total composition CIN3O in a non-equilibrium geometry (ωB97M-V with the def2-TZVPD basis set, OMol25).

Geometry as XYZ:
```
6
Properties=species:S:1:pos:R:3:forces:R:3:lowdin_charge:R:1
N -1.207789 0.919442 -0.458896 1.759 -0.150 0.504 -0.438
C 1.172627 -0.671893 0.165911 -1.103 2.354 0.369 -0.738
I 3.022455 0.174755 0.591609 -0.215 0.019 -0.091 0.924
N -0.273928 1.175757 0.236156 2.502 -0.965 1.216 0.025
O 0.706860 -1.700631 0.057247 -0.320 -0.657 -0.270 0.089
N -2.029883 0.681783 -1.172966 -2.623 -0.602 -1.727 0.138
```
Positions in Å, forces in eV/Å.



No. 2
# C27H29BiF6N7O4P

A molecular structure, C27H29BiF6N7O4P in a non-equilibrium geometry (ωB97M-V with the def2-TZVPD basis set, OMol25).

Geometry as XYZ:
```
75
Properties=species:S:1:pos:R:3:forces:R:3:lowdin_charge:R:1
F -2.829810 1.053165 3.940542 0.545 0.410 -1.761 -0.131
C 2.130664 6.188428 -2.251592 -0.144 0.129 -0.654 0.018
C -5.786187 -2.993915 -2.734130 -0.881 -1.283 -1.077 -0.707
H 2.412756 7.209613 -1.987881 0.201 -0.388 0.068 0.132
H 0.461695 -5.237198 1.468819 0.194 -0.779 0.035 0.118
C 0.519013 6.185093 -0.401446 0.481 0.726 0.118 0.027
H 2.557485 -0.128248 3.907195 -0.351 -0.144 0.237 0.123
O -1.078818 -1.084148 -3.517230 0.423 0.178 1.953 0.066
C 0.716722 -4.205760 1.586849 0.227 1.728 -0.267 -0.140
H 1.237143 -2.142588 4.538488 0.208 0.263 0.445 0.127
C 0.531464 4.337271 -2.003557 1.025 0.904 -1.377 -0.138
C 3.214973 -2.096110 -1.818048 0.815 -1.523 -1.447 -0.001
C 4.074556 -1.023391 -1.696630 0.433 0.569 -0.432 -0.011
H -1.927418 3.868053 0.391189 0.713 0.551 -0.313 0.127
H 3.606263 5.854990 -3.787591 0.480 0.250 -0.307 0.109
C -1.050497 -1.221898 -2.292895 0.336 -0.277 -1.438 -0.575
H 3.313941 -2.807968 -2.666068 -0.061 0.729 0.554 0.150
N -2.321663 -1.918990 -0.273647 1.807 0.276 0.133 -0.057
O -6.790466 -2.784179 -2.043950 -0.476 0.365 0.324 -0.011
C 2.332850 -2.397227 -0.824574 0.880 2.403 1.745 -0.290
H -0.819497 6.011920 1.245859 -0.023 -0.450 -0.612 0.133
C 1.552503 -0.283679 3.486395 0.602 -0.510 -0.109 -0.172
H 3.241888 1.446387 1.160271 -0.927 -1.154 1.088 0.158
H -5.332858 -3.330517 0.017076 -0.173 0.117 0.034 0.116
C -4.540285 -2.685847 -1.919675 2.164 -0.412 2.284 -0.040
F -4.060940 0.584230 2.005341 1.377 0.546 0.204 -0.110
H -1.256927 -3.947673 2.546854 0.668 0.828 -0.287 0.142
H 2.563149 3.647745 -4.420130 0.285 0.178 -0.242 0.118
C -0.495683 5.546465 0.299864 -0.702 -0.006 0.816 -0.023
C -4.476592 -2.882402 -0.462215 -0.643 0.307 -1.932 0.046
H 0.026997 -4.178712 3.624436 0.433 -0.179 0.334 0.123
H 0.854494 0.220517 4.136791 -0.402 0.142 0.060 0.124
H 2.154215 -4.411836 -0.829311 0.490 -1.413 1.176 0.131
H -0.515808 -3.840003 -0.050840 1.821 0.557 0.038 0.154
H -3.116403 -2.191156 -3.545352 -0.606 -0.004 1.273 0.149
F -2.208672 1.082300 0.618628 -0.328 0.298 1.421 -0.286
O -5.689271 -3.469569 -3.894607 0.810 0.851 1.325 -0.027
C -1.090336 4.360876 -0.151401 -0.196 0.497 0.914 0.046
H 1.038144 7.111753 -0.034332 -0.907 -0.978 -0.213 0.151
N 2.299851 -1.574630 0.260360 -0.670 0.055 0.100 0.036
N 1.541722 0.342438 2.145085 0.629 1.295 0.106 -0.172
C -2.247842 -1.833998 -1.604550 -1.766 -0.480 -0.888 -0.212
H 4.883185 -0.873946 -2.416184 -0.465 -0.031 0.011 0.130
H -0.813142 -1.824650 3.496412 0.575 -0.188 -0.499 0.133
C 2.895282 0.420365 1.546098 0.139 0.951 -0.525 -0.142
H 4.565321 0.742228 -0.554157 0.193 0.309 -0.108 0.116
H -1.705247 2.087978 -1.018521 -0.295 -0.169 -0.380 0.100
C 3.037080 -0.455073 0.356986 0.140 -0.722 -1.872 -0.275
Bi -0.108735 -1.092720 0.749058 -1.411 -0.028 -1.903 2.045
N -1.150248 2.561409 -1.733320 1.386 1.721 1.694 0.279
C -0.194303 -3.635208 2.712814 -0.222 -1.148 -0.277 -0.195
F -1.023328 1.697324 2.502085 -0.856 -0.629 0.242 -0.210
H 1.070410 -3.722477 -1.796620 -0.639 0.423 0.408 0.155
N 0.444800 -3.493777 0.263469 -1.488 -0.985 0.621 -0.121
C -3.322534 -2.252633 -2.442242 1.073 0.572 -0.785 0.076
F -1.988906 -0.446484 2.361929 -0.376 1.040 0.269 -0.334
C 1.014538 5.623427 -1.597880 0.172 -1.138 0.270 -0.151
C 2.750891 5.490994 -3.272148 -1.271 -0.264 0.898 -0.006
N 1.083532 3.717345 -3.077480 -0.106 0.239 1.148 0.135
H -3.434040 -2.517636 1.394381 0.126 -0.056 -0.650 0.111
C 1.280836 -1.808127 3.505346 -0.167 -0.437 0.391 -0.172
C -0.578971 3.722656 -1.298501 -0.738 -1.217 -0.964 -0.166
H 1.138707 1.300735 2.171955 0.197 -1.083 0.296 0.116
H 1.800340 -4.069057 1.835214 -0.965 -0.283 -0.303 0.126
H 2.087475 -2.448517 3.088862 -0.502 0.804 -0.275 0.119
N -0.038746 -2.194713 2.918006 0.159 0.118 -0.094 -0.200
O -0.002032 -0.929415 -1.531488 -0.433 0.012 0.220 -0.286
C 2.167764 4.262833 -3.626370 -0.519 -0.521 -0.084 -0.087
F -3.065725 2.698377 2.205671 0.258 -1.114 0.009 -0.129
C -3.396920 -2.476462 0.292623 -0.729 -0.119 0.114 -0.151
P -2.596884 1.163073 2.331626 -0.454 -0.328 -0.390 0.354
H -0.596712 2.000212 -2.355849 -0.022 -0.320 -0.703 0.119
H 3.632322 0.077813 2.266223 0.218 0.167 0.268 0.126
C 1.485908 -3.590089 -0.784754 -1.496 0.276 -1.240 -0.140
C 3.931538 -0.115396 -0.661617 -0.275 -1.026 0.764 0.004
```
Positions in Å, forces in eV/Å.

Summary:
charge: +1
multiplicity: 2
<S²>: 0.785



No. 3
# C13H22NOS2

2 unconnected molecules or ions with the total composition C13H22NOS2 in a non-equilibrium geometry (ωB97M-V with the def2-TZVPD basis set, OMol25).

Geometry as XYZ:
```
39
Properties=species:S:1:pos:R:3:forces:R:3:lowdin_charge:R:1
H -0.252431 -2.244731 -1.440080 0.035 0.041 -0.271 0.110
H 0.605047 -2.291729 0.470102 -0.199 -0.222 0.141 0.088
C 2.923321 0.091125 -0.109319 0.426 0.460 -0.676 -0.132
H -1.334926 -1.925715 -3.773430 0.249 0.165 0.199 0.130
H -4.195261 2.829859 4.108243 0.039 -0.229 -0.445 0.134
H 0.203726 -2.783407 -3.796879 0.089 -0.084 0.265 0.127
H 2.587037 1.115081 -0.311365 0.168 -0.008 -0.084 0.116
H -3.859586 2.758359 1.448483 0.157 0.144 -0.014 0.096
H -0.654724 -0.577372 -1.823064 -0.337 0.230 -0.094 0.115
H 3.092944 -0.215079 -2.792772 -0.156 -0.051 -0.157 0.122
H 3.157378 0.787884 1.977374 -0.040 -0.239 -0.234 0.107
O 0.243599 -0.860156 -4.477497 -0.302 0.359 0.230 -0.137
C 1.641837 -0.680137 -4.329842 -0.132 -0.261 0.062 -0.181
C -3.101917 2.931764 2.217474 -0.831 0.342 0.571 -0.454
C 1.354625 -1.525172 0.530231 0.139 0.432 -0.417 -0.083
C 3.152100 -0.144051 1.397078 -0.073 -0.263 -0.201 -0.158
C -3.496463 2.225666 3.510306 0.274 0.107 0.481 -0.288
H 1.693291 0.846757 -2.786846 -0.077 0.280 -0.318 0.122
H -3.030792 4.016188 2.341692 0.342 -0.196 -0.004 0.102
C 2.008500 -1.092458 1.807531 -0.217 -0.380 0.586 -0.204
H -4.721553 0.888581 2.333729 0.029 -0.168 0.160 0.096
N 1.388793 -1.007120 -1.869314 0.547 -0.310 0.065 -0.083
H -1.219976 0.006046 1.013796 1.060 -0.443 0.075 0.008
H 1.953969 0.026822 -5.107142 -0.084 0.001 0.343 0.132
H -4.663774 0.450151 4.031490 0.362 -0.139 -0.051 0.102
C -0.010378 -1.412462 -2.109601 0.758 -0.017 0.358 -0.132
C 2.007221 -0.189465 -2.929197 -0.127 -0.050 0.561 -0.131
S -2.771695 -0.328611 2.819866 1.132 0.575 -2.181 1.043
C -4.062255 0.842217 3.205729 -0.618 0.780 0.375 -0.453
H 2.124705 -1.635779 -4.559119 0.200 -0.069 0.213 0.126
H -2.598352 2.108486 4.131457 -0.245 0.132 0.067 0.116
H 2.369440 -1.954970 2.386309 -0.073 0.259 -0.016 0.109
C -0.262873 -1.819669 -3.562871 0.297 0.084 -0.181 -0.182
S -1.557346 2.315719 1.570171 -0.230 -2.386 -0.777 1.040
H 3.837198 -0.075298 -0.692863 -0.101 0.189 0.120 0.115
H 4.122283 -0.623562 1.564970 -0.202 0.080 -0.062 0.112
C -1.793253 0.591017 1.703701 -1.285 1.392 1.687 -0.588
H 1.274349 -0.575022 2.439154 0.094 -0.012 0.212 0.084
C 1.846192 -0.869757 -0.537686 -1.068 -0.524 -0.591 -0.249
```
Positions in Å, forces in eV/Å.

Summary:
charge: +1



No. 4
# C36H72O18

9 unconnected molecules or ions with the total composition C36H72O18 in a non-equilibrium geometry (ωB97M-V with the def2-TZVPD basis set, OMol25).

Geometry as XYZ:
```
126
Properties=species:S:1:pos:R:3:forces:R:3:lowdin_charge:R:1
C -1.354415 5.523827 0.067656 -2.480 -3.177 2.089 -0.502
H -8.605551 3.337584 -1.889574 -0.411 0.294 -0.339 0.115
C -2.606177 6.054157 -1.896418 -0.201 1.383 0.939 -0.202
H -1.928669 -6.230615 0.729705 0.275 -0.034 -0.292 0.075
H 7.344507 -3.393252 -0.126443 -0.107 1.082 -0.109 0.069
H -0.206983 0.124670 2.906953 0.139 0.516 -0.125 0.114
H -5.226248 -1.499171 -2.610597 0.175 -0.199 -0.093 0.086
H 2.260191 -0.240021 2.149787 -0.316 0.060 0.142 0.068
H -1.865859 2.439363 -0.546949 -0.020 -0.002 -0.357 0.057
H 0.490501 3.342905 -3.940909 0.605 -0.708 -0.028 0.061
H -7.087973 2.688946 -4.502039 -0.374 0.160 -0.130 0.072
C -1.222470 0.847876 0.564324 -1.293 0.161 -0.147 -0.544
C -1.190907 1.601803 -0.723148 -0.024 0.738 0.415 0.032
O 2.151138 2.883744 -1.985904 2.391 0.544 0.252 -0.060
O 1.834989 -3.856998 -2.257887 0.306 -0.106 0.394 -0.014
H -5.801778 -1.101569 -4.235684 -0.619 0.374 0.347 0.081
C -2.717776 7.430273 -2.518073 -0.316 -1.323 -0.768 -0.067
O -0.217557 -4.987804 2.730194 -0.630 -0.216 -0.526 -0.010
O -2.806617 -0.472681 -3.271834 0.278 -0.941 0.480 0.095
C 2.421010 3.941624 -2.948771 -2.486 0.148 -0.448 -0.182
C 0.382647 -2.345409 -3.703158 1.781 -0.531 0.223 -0.047
O -2.183094 4.644829 0.470398 2.436 2.993 -1.848 0.028
H 0.682049 5.174242 0.457508 0.138 0.113 0.047 0.089
H 1.549013 -1.576227 3.111720 0.237 -0.014 0.032 0.060
H 3.277932 0.519468 -0.800209 -0.224 -0.222 -0.189 0.082
O -0.568304 -6.564743 4.390413 0.280 4.534 -2.171 0.027
O 2.160723 1.616588 5.382414 0.809 -1.372 0.940 0.073
H -0.580108 -2.121699 7.025163 0.019 0.178 -0.465 0.074
H -3.049638 8.216346 -1.839790 0.430 -0.190 0.174 0.084
H 4.491795 0.752768 4.870020 1.043 0.345 0.322 0.098
H -8.315757 1.670361 -3.641070 0.351 0.015 0.263 0.072
C -0.106097 5.832758 0.822584 0.036 0.577 0.207 0.022
H 0.609038 -0.854488 5.092383 -0.005 -0.270 -0.155 0.096
H -0.717100 -1.280146 2.155118 0.139 -0.323 -0.775 0.119
H -0.734874 -7.603712 0.449307 -0.033 0.273 0.012 0.078
H -1.702676 1.159520 -5.249094 0.017 0.241 -0.141 0.066
H -2.431785 1.313434 -6.889290 0.221 0.354 0.143 0.072
C 0.995069 4.220196 -3.536100 0.037 -1.064 -0.317 -0.060
C 1.487557 -1.008142 2.183500 -1.013 -0.332 -0.559 -0.051
C 4.196379 -3.254280 3.782613 0.306 0.563 -0.004 0.038
H 0.140769 6.880515 0.651253 0.347 -0.121 -0.157 0.087
O -2.219527 0.768842 1.252560 0.747 -0.301 0.047 0.096
H -3.514806 7.290119 -3.248288 0.301 0.538 -0.618 0.080
H 2.119276 -3.408595 -4.373149 0.727 0.015 0.642 0.116
C -0.581120 -4.137035 4.897368 -0.131 -0.303 -0.168 0.018
C 1.376647 -3.569938 -3.591764 -1.346 0.711 -0.318 -0.190
H 4.878229 -3.863868 4.375565 -0.202 -0.238 -0.299 0.089
H 0.198256 0.230837 6.331743 0.610 0.433 0.344 0.131
H 3.760701 -2.530824 4.471737 -0.735 -0.267 -0.178 0.080
C -2.628286 -0.616615 -6.036839 2.227 1.103 -0.096 -0.197
C 2.823451 -3.184833 -1.639232 0.573 1.276 -0.819 -0.529
C 7.813948 -3.312550 0.853973 -0.429 -0.962 0.528 -0.053
H -1.549557 -4.186823 5.395129 0.068 0.021 0.074 0.091
H 3.419275 1.381890 0.676753 -0.226 0.425 -0.017 0.082
H 3.428120 -4.604357 -0.123013 0.444 0.055 -0.237 0.096
H -0.249385 -2.164678 -2.833699 -0.333 -0.512 -0.280 0.075
C -1.805752 0.706570 -6.235144 -0.865 -0.763 0.703 -0.048
H 0.920235 4.878125 -4.401912 0.397 0.647 0.479 0.072
H 3.511722 -3.850554 3.179459 -0.380 0.006 0.519 0.089
C -5.509626 2.836362 -1.869193 2.535 0.018 -0.820 -0.527
H -0.201721 2.020916 -0.907400 0.017 -0.285 -0.301 0.071
H -0.460564 -3.151234 4.448184 -0.346 -0.256 -0.701 0.064
H 2.162440 -3.593358 0.333392 -0.237 0.177 -0.040 0.063
C 0.047105 -0.509093 2.057314 0.393 0.972 0.491 -0.180
H 1.114709 -2.653615 6.916553 -0.033 0.031 -0.070 0.063
H 7.681898 -4.362364 1.115796 0.057 -0.072 0.888 0.067
C -3.799284 -0.586467 -3.941222 -0.300 2.113 1.612 -0.513
H 2.730238 4.876254 -2.480860 0.451 -0.356 0.237 0.115
C 3.221843 2.631374 -1.137136 -0.867 -0.321 2.283 -0.465
H -1.710716 7.542434 -2.919745 -0.378 1.001 -0.502 0.082
O -1.460047 6.254971 -1.026454 -0.279 -0.819 0.286 -0.029
H 0.897526 -4.509566 -3.866800 -0.269 0.135 0.104 0.111
C 4.288349 0.677589 5.938234 -1.364 -0.903 0.777 0.034
O 6.203584 -2.975182 2.758596 0.994 -0.283 -1.155 -0.012
C -0.480781 -5.363018 3.952108 0.155 -3.124 3.503 -0.471
C -5.242423 -0.726067 -3.378813 1.135 -1.217 -0.675 0.045
O -6.802788 2.806963 -1.693569 0.135 -0.792 1.555 -0.024
H -8.849137 3.228224 -4.167902 0.167 -0.135 -1.182 0.067
H -2.050647 -1.419052 -5.577993 0.047 0.184 0.256 0.098
C 2.876553 1.382200 -0.268526 0.654 0.625 -1.200 0.036
H 8.894316 -3.218354 0.744236 -0.135 0.477 -0.019 0.071
H -1.435321 -7.255108 2.066820 -0.546 -0.721 -0.346 0.061
C 7.181177 -2.356157 1.901880 0.294 0.603 -0.735 -0.180
C 4.994497 -2.426098 2.808039 -0.121 -0.203 1.426 -0.563
H 0.391809 -5.243790 0.928913 0.445 -0.414 -0.190 0.102
C -7.720876 3.490261 -2.507753 -0.752 -1.668 -0.267 -0.197
H 4.600520 -0.258157 6.401943 0.333 -0.054 -0.401 0.082
H 3.742894 -2.841259 0.251233 0.135 -0.237 -0.295 0.078
H -1.552292 0.965138 -1.530720 0.142 0.067 -0.092 0.082
H -5.174102 0.914942 -0.939996 0.168 0.077 0.301 0.076
C 2.786411 0.670246 5.869656 -1.089 3.163 -1.774 -0.548
H -0.226787 5.708865 1.898777 -0.151 -0.338 -0.200 0.092
H -0.119870 -2.447901 -4.664963 -0.432 -0.019 0.288 0.059
C -4.730022 1.909757 -0.904757 0.044 0.929 -0.705 0.038
H -7.525025 4.561893 -2.470959 0.281 -0.074 -0.944 0.127
H 0.886638 -6.582078 2.041116 -0.057 -0.005 -0.060 0.124
H 1.654408 -1.691974 1.351251 0.287 -0.059 0.074 0.059
C 0.846879 -0.621694 6.130328 -2.887 -1.366 -0.093 -0.228
H 0.592372 -1.489678 8.115504 0.191 0.122 0.025 0.076
O 4.182662 3.341968 -0.918052 -1.195 -0.630 -1.347 0.091
O 2.202636 -0.436402 6.226458 1.559 -1.254 1.352 0.005
H 1.795769 1.279854 -0.170882 0.276 -0.064 0.138 0.051
C 0.069929 -5.947980 1.696122 -0.161 0.017 -1.690 -0.184
H 6.696189 -1.496684 1.439072 -0.020 -0.172 -0.294 0.109
H 1.000804 -1.451368 -3.784823 0.032 0.103 -0.001 0.069
H -4.623499 2.279439 0.115080 -0.674 0.030 0.066 0.093
H -5.667532 0.125235 -2.847149 0.282 0.340 -0.741 0.058
O 4.635991 -1.400033 2.296028 0.106 -0.068 -0.453 0.088
H 7.901792 -1.895711 2.577741 0.355 -0.440 -0.072 0.122
H -3.692212 1.919069 -1.237865 -0.357 -0.385 -0.345 0.053
C 0.459310 -1.797845 7.078475 0.481 0.691 -0.030 -0.053
H 0.192219 -4.089229 5.664023 -0.040 -0.903 -0.010 0.062
C -7.962084 2.679803 -3.850932 -0.273 1.928 1.670 -0.037
C -1.104796 -6.828152 1.119954 0.705 1.061 2.416 -0.041
C 3.094405 -3.572383 -0.231492 -0.879 -0.710 0.900 0.015
H -2.366306 5.266164 -2.610307 -0.263 0.022 0.118 0.127
O -0.060211 0.269776 0.819277 0.536 -1.183 1.205 -0.010
H 4.559262 1.471477 6.634249 0.374 0.327 -0.741 0.095
O -3.771660 -0.325303 -5.238113 -1.391 -0.968 -2.038 -0.014
H -2.842193 -0.942327 -7.054798 -1.073 -0.202 0.309 0.114
H 0.284873 4.444416 -2.740206 0.316 0.807 0.134 0.056
O -4.946983 3.451371 -2.771001 -0.897 -0.340 0.939 0.066
H -0.810389 0.612231 -6.669250 -0.145 -0.404 -0.097 0.072
H 3.146296 3.582774 -3.679035 -0.049 0.150 0.036 0.122
H -3.526228 5.891334 -1.335083 0.364 -0.778 0.188 0.120
O 3.459495 -2.281180 -2.133927 -0.481 -0.336 -0.533 0.097
```
Positions in Å, forces in eV/Å.

Summary:
SMILES string: CCOC(C)=O.CCOC(C)=O.CCOC(C)=O.CCOC(C)=O.CCOC(C)=O.CCOC(C)=O.CCOC(C)=O.CCOC(C)=O.CCOC(C)=O



Short version: relative energy (zero: lowest compared OMol25 entry of this formula, charge and spin) = 1.758 0.620 1.984 3.646 eV, in the order given.